[1]
128
Properties=species:S:1:pos:R:3 method="wB97M-V/def2-TZVPD" relative_energy_kj_mol=801.1 lumo_ev=-0.09 homo_lumo_gap_ev=9.342 homo_ev=-9.4
C -1.6570 2.8636 -4.2900
O -1.3542 3.6590 -5.1315
N -2.5711 1.9492 -4.4765
N -1.0991 2.7841 -3.1010
H -2.6686 1.0909 -3.9531
H -3.0524 2.1581 -5.3394
H -1.1545 1.9645 -2.5134
H -0.4031 3.4993 -2.9449
C 3.8828 0.8665 -2.9468
O 3.3005 0.5976 -1.9048
N 3.4126 1.0900 -4.1218
N 5.1438 0.9629 -3.0150
H 2.4589 0.7902 -4.2654
H 3.9647 1.3704 -4.9198
H 5.6972 0.6633 -2.2250
H 5.5298 1.1598 -3.9273
C 1.2121 1.3708 4.3363
O 1.4113 0.9304 3.2223
N 2.0604 2.0906 5.0498
N 0.0827 1.6083 4.9017
H 1.7276 2.4532 5.9318
H 3.0278 2.0807 4.7597
H -0.7395 1.2236 4.4588
H 0.0505 2.2241 5.7016
C -2.7334 -1.8248 4.5703
O -3.0002 -2.7045 5.3840
N -1.5710 -1.5703 4.0964
N -3.5492 -1.2474 3.7330
H -0.8150 -1.5157 4.7639
H -1.3786 -1.3324 3.1339
H -3.1040 -0.4836 3.2448
H -4.5208 -1.2028 4.0053
C -2.8121 -4.2521 1.1380
O -3.0598 -4.9156 0.1225
N -2.3229 -3.1091 1.1521
N -3.1768 -4.5857 2.3052
H -2.1545 -2.9176 0.1748
H -2.6271 -2.4514 1.8557
H -3.7155 -5.4366 2.3812
H -3.0911 -3.8878 3.0303
C -4.9866 1.7296 -1.3830
O -4.8388 2.8306 -0.7909
N -6.1662 1.2044 -1.5130
N -4.0924 0.8545 -1.7395
H -6.3559 0.3986 -2.0917
H -6.7613 1.5707 -0.7838
H -3.1523 1.0313 -1.4153
H -4.2895 0.1117 -2.3949
C 1.9958 -3.8290 2.8255
C 1.9923 -2.3973 3.1902
O 2.8778 -2.0213 4.2544
O 3.3213 -4.1077 2.1862
H 1.2873 -4.0926 2.0402
H 1.9349 -4.4100 3.7457
H 0.9911 -2.2569 3.5975
H 2.0475 -1.8264 2.2633
H 3.7211 -2.2076 3.8351
H 3.4713 -5.0486 2.3042
C 4.5202 1.1596 1.9151
C 5.6079 -0.0183 2.3364
O 6.9601 0.4391 2.0035
O 4.6957 1.5566 0.5826
H 4.8065 2.0870 2.4113
H 3.4459 0.9842 1.9718
H 5.3048 -0.9522 1.8630
H 5.7431 -0.4058 3.3462
H 6.9536 0.8775 1.1495
H 4.1209 1.0305 0.0218
C 0.8033 4.5254 1.2136
C 1.2173 5.9539 0.7485
O 1.3218 6.8970 1.8326
O 1.6955 4.1907 2.3038
H 0.9539 3.8078 0.4071
H -0.1715 4.3027 1.6475
H 0.4583 6.4095 0.1125
H 2.0909 6.0659 0.1063
H 1.9757 6.5243 2.4286
H 1.6255 3.3026 2.6614
C -2.5067 2.4851 2.2457
C -3.6088 3.0287 3.2225
O -3.4472 2.6330 4.5885
O -2.6175 1.0533 2.2133
H -1.4939 2.7831 2.5168
H -2.7513 2.7425 1.2152
H -4.6335 2.7845 2.9425
H -3.5162 4.1142 3.1900
H -3.5402 1.6946 4.7680
H -1.9729 0.7654 1.5628
C -0.1277 0.5941 -0.5086
C 0.3918 -0.4869 0.4888
O -0.1990 -0.4039 1.8199
O -1.4399 0.4654 -0.7737
H 0.4383 0.4990 -1.4352
H -0.0087 1.5551 -0.0082
H 1.4554 -0.4453 0.7236
H 0.2405 -1.5263 0.1975
H 0.3582 0.1009 2.4168
H -1.6877 -0.4497 -0.6225
C 2.9567 -3.0401 -2.0984
C 2.4032 -4.3042 -1.6010
O 1.0914 -4.1004 -1.2315
O 3.0550 -2.0451 -1.0343
H 2.1346 -2.6825 -2.7184
H 3.8338 -3.0924 -2.7433
H 3.0472 -4.4953 -0.7426
H 2.5932 -5.1027 -2.3183
H 1.0111 -3.4752 -0.5075
H 3.4187 -1.2250 -1.3760
C 0.1965 -0.7378 -6.8608
C 0.2577 0.4459 -5.8156
O 0.5757 0.0454 -4.4841
O -0.8756 -1.5727 -6.6898
H 1.0816 -1.3739 -6.8538
H 0.2732 -0.3361 -7.8711
H -0.7461 0.8654 -5.7477
H 0.9638 1.1870 -6.1902
H -0.1306 -0.4966 -4.1248
H -0.5301 -2.3067 -6.1765
C -2.7879 -1.6744 -3.2849
C -2.8608 -2.2819 -1.8665
O -1.4465 -2.5372 -1.4444
O -4.1232 -1.3235 -3.6759
H -2.2046 -2.3022 -3.9586
H -2.3196 -0.6902 -3.2729
H -3.3888 -3.2225 -2.0229
H -3.3501 -1.5980 -1.1730
H -1.0727 -3.3356 -1.8246
H -4.1479 -1.4640 -4.6252

=====

[2]
125
Properties=species:S:1:pos:R:3 method="wB97M-V/def2-TZVPD" relative_energy_kj_mol=156.2 lumo_ev=-0.13 homo_lumo_gap_ev=7.174 homo_ev=-7.3
C -1.6388 -3.5531 -2.1293
C -3.0441 -3.5701 -2.6452
O -3.8233 -3.4726 -1.4435
H -1.5276 -2.6524 -1.5227
H -0.8553 -3.6358 -2.8390
H -1.4872 -4.4238 -1.4383
H -3.4025 -4.4912 -3.1141
H -3.2018 -2.7493 -3.3739
H -4.7362 -3.4084 -1.7612
C 2.3041 3.5225 0.0352
C 3.1873 2.5490 -0.8261
O 2.4395 1.7831 -1.7608
H 1.7079 4.1796 -0.5949
H 2.7941 4.0550 0.7860
H 1.5159 3.0204 0.7002
H 3.7400 1.9427 -0.1825
H 3.9576 2.9858 -1.4489
H 2.7520 0.8991 -1.5364
C -0.4077 0.6412 0.0244
C -0.3069 -0.8539 -0.3297
O 0.6837 -1.5104 0.3683
H -0.6255 0.8839 1.1072
H -1.0105 1.1470 -0.5864
H 0.6495 1.0658 -0.0759
H -0.1153 -1.0373 -1.4370
H -1.3100 -1.2319 -0.0688
H 0.3032 -1.8983 1.1344
C -0.7390 -1.1438 -4.7364
C -0.4028 0.3385 -4.6044
O 0.4505 0.5075 -3.4607
H 0.1183 -1.8418 -4.6230
H -1.3514 -1.3197 -5.5731
H -1.3376 -1.4899 -3.8654
H -1.3332 0.8819 -4.6791
H 0.1568 0.6264 -5.4283
H 0.2313 1.3287 -3.0591
C -1.4022 4.4041 0.0769
C -2.7368 5.0560 0.2883
O -3.5026 4.1584 1.1198
H -0.9152 4.0913 0.9780
H -0.7121 5.1128 -0.3331
H -1.5342 3.5156 -0.6259
H -3.2169 5.2798 -0.6648
H -2.7634 5.9436 0.8754
H -4.4263 4.3076 0.8897
C -3.2906 0.1553 -2.3871
C -3.6840 0.2320 -0.9411
O -3.6216 1.5874 -0.4028
H -2.2706 0.2727 -2.5055
H -3.9498 0.8861 -2.8772
H -3.5862 -0.8222 -2.8003
H -3.0650 -0.3957 -0.3049
H -4.6659 -0.1233 -0.7670
H -3.3544 1.5047 0.4925
C -0.0227 -5.9838 1.0535
C 0.3621 -4.5795 1.4255
O -0.4480 -4.2274 2.5514
H 0.7639 -6.4265 0.4553
H -1.0179 -6.0723 0.4955
H -0.1145 -6.6379 1.9198
H 0.1683 -3.9423 0.5818
H 1.4265 -4.4381 1.6484
H -0.1308 -4.6648 3.2905
C 0.2694 2.7473 4.9473
O 0.0274 3.9671 5.6318
N 0.0034 1.5977 5.4479
N 0.5264 2.7954 3.6442
H -0.5029 1.5610 6.4089
H 0.4394 0.7018 5.1618
H 0.7632 3.7613 3.3992
H 0.7680 1.8524 3.1850
C 0.3956 4.0176 -3.2675
O -0.3317 3.0300 -2.5707
N 1.6013 3.7108 -3.6272
N 0.0314 5.0981 -3.9093
H 1.8770 2.8619 -3.0656
H 2.2640 4.2615 -4.1358
H -0.9054 5.4168 -3.7302
H 0.6242 5.6280 -4.5770
C -3.1723 -2.2432 1.6578
O -4.4558 -1.8312 1.5150
N -2.7428 -3.3384 1.1735
N -2.3906 -1.5859 2.3865
H -3.3020 -3.6309 0.3392
H -1.8625 -3.8130 1.3796
H -2.6882 -0.6322 2.7618
H -1.4793 -1.9799 2.7194
C -2.7008 1.5922 3.0630
O -3.7318 1.1587 2.3579
N -2.3009 1.0508 4.1804
N -2.1184 2.6972 2.8046
H -2.7118 0.2135 4.5954
H -1.3105 1.3295 4.5300
H -2.6030 3.2526 2.0642
H -1.1813 2.9339 3.2270
C 4.2202 -0.7252 -0.1636
O 4.1477 -0.7817 1.2075
N 5.2426 -0.5050 -0.8602
N 3.0928 -0.8093 -0.8154
H 6.1742 -0.2120 -0.4827
H 5.1390 -0.4470 -1.9435
H 2.2178 -1.1178 -0.3431
H 2.9796 -1.0617 -1.8293
C 2.8364 -1.4597 -4.3769
O 2.4544 -0.6109 -5.4195
N 2.3800 -1.3876 -3.2046
N 3.9529 -2.1742 -4.4879
H 1.6094 -0.7554 -3.1952
H 2.1927 -2.2408 -2.6663
H 4.5317 -2.0871 -5.3542
H 4.3081 -2.7929 -3.7204
C 1.2546 -0.3238 3.5201
O 0.2644 -1.2724 3.3394
N 1.8144 -0.1682 4.6785
N 1.6591 0.5638 2.6560
H 1.2768 -0.6065 5.4289
H 2.5994 0.4123 4.9325
H 1.2423 0.4752 1.7373
H 2.5673 1.0269 2.8117
C 3.3063 -2.9156 3.2565
O 4.0892 -1.8480 3.8191
H 2.8139 -2.4782 2.4063
H 2.4972 -3.2540 3.9228
H 3.9207 -3.7626 2.9123
H 3.4916 -1.1312 3.9924